[1]
Molecular formula: C4H6O2
Method: DFT, ωB97M-V/def2-TZVPD

Computed properties:
Highest occupied orbital energy in eV: -10.59
SMILES: O=COC1CC1
Gap between HOMO and LUMO in eV: 11.6757
DFT total energy in eV: -8338.5068
Energy above the lowest of the compared OMol25 structures with the same formula, charge and spin in kcal/mol: 45.1

The geometry in ORCA input format:
```
! RIJCOSX wB97M-V def2-TZVPD def2/J DEFGRID3
* xyz 0 1
O 2.04921 0.18912 1.33810
C 1.85697 0.19579 0.15924
O 1.12987 -0.74488 -0.52067
C -0.14182 -0.68965 0.09669
C -1.35084 -0.36298 -0.70144
C -0.72708 0.68976 0.17349
H 2.15000 1.01122 -0.51462
H -0.23515 -1.33514 0.96333
H -1.24173 -0.23385 -1.77230
H -2.28692 -0.79714 -0.37140
H -0.21807 1.49674 -0.35077
H -1.14143 0.99247 1.12421
*
```

[2]
Molecular formula: C40H34AgClF2N6O6
Method: DFT, ωB97M-V/def2-TZVPD

Computed properties:
Highest occupied orbital energy in eV: -1.92
Gap between HOMO and LUMO in eV: 5.8440
DFT total energy in eV: -85214.7558
Energy above the lowest of the compared OMol25 structures with the same formula, charge and spin in kcal/mol: 0.0

The geometry in ORCA input format:
```
! RIJCOSX wB97M-V def2-TZVPD def2/J DEFGRID3
* xyz -2 1
Ag -0.41455 0.91959 0.86568
F -1.32758 6.35828 1.73479
C -0.99014 5.15141 2.28229
C -0.85379 4.04471 1.47134
C -0.48716 2.80406 2.00861
C -0.28311 2.74020 3.40495
C -0.45022 3.88143 4.17454
F -0.29285 3.83558 5.53855
C -0.80259 5.10963 3.65031
C 0.12430 1.44680 4.01860
C 1.11097 1.36411 5.00334
C 1.51575 0.12103 5.45125
C 0.93459 -1.01486 4.91089
C -0.04016 -0.83937 3.94251
N -0.44951 0.35004 3.51944
H -1.06264 4.15417 0.41322
H -0.93568 5.97752 4.27899
H 1.57091 2.26649 5.38078
H 2.29732 0.03968 6.19873
H 1.24282 -2.00980 5.20377
H -0.50308 -1.69584 3.46235
C 5.81710 -2.57269 3.81539
O 5.30444 -3.49475 2.88495
C 4.17678 -3.10959 2.18655
C 3.66880 -4.08962 1.30574
C 2.53182 -3.78513 0.59799
C 1.84512 -2.56489 0.71114
C 0.58718 -2.36509 0.00828
C 0.34253 -3.08527 -1.31577
O -0.30354 -1.60897 0.38270
C 2.39415 -1.52007 1.56362
O 1.93994 -0.36359 1.66012
C 3.58034 -1.88879 2.31590
H 6.66990 -3.05704 4.29007
H 5.07452 -2.31343 4.57664
H 6.14816 -1.64985 3.32874
H 4.15776 -5.05109 1.23263
H 2.12701 -4.55564 -0.04735
H 0.72919 -4.10060 -1.36954
H 0.85230 -2.49526 -2.08266
H -0.72537 -3.07600 -1.52684
H 3.95778 -1.11653 2.97075
C 1.55673 2.28779 -2.16274
C 0.36614 1.45304 -2.47073
N -0.29434 0.73423 -1.60930
C -1.33260 0.13968 -2.28660
C -1.28758 0.49503 -3.59309
N -0.19984 1.35184 -3.71392
C 0.26936 1.93050 -4.92691
N 1.58517 1.41470 -5.28740
N 2.45134 2.20566 -5.94475
N 3.52849 1.55297 -6.19867
C 3.38666 0.28413 -5.69105
C 4.27972 -0.79532 -5.67834
C 3.86484 -1.94181 -5.04786
C 2.59518 -2.02855 -4.43249
C 1.70268 -0.98379 -4.43737
C 2.12796 0.18008 -5.09501
H 1.70430 2.26349 -1.08424
H 1.40670 3.32496 -2.47111
H 2.45774 1.91129 -2.65273
H -2.06304 -0.45208 -1.76460
H -1.93429 0.28854 -4.42725
H 0.38162 3.01402 -4.86806
H -0.45006 1.68966 -5.71128
H 5.25651 -0.70822 -6.13416
H 4.52344 -2.79910 -4.99789
H 2.32657 -2.94349 -3.92042
H 0.74219 -1.04753 -3.94289
C -6.66637 0.50060 0.21992
C -5.50808 -0.45892 0.22423
C -5.57557 -1.62611 -0.53183
C -4.53947 -2.53953 -0.51324
Cl -4.66499 -3.99460 -1.49336
C -3.40971 -2.33158 0.25673
C -3.33264 -1.17381 1.00864
C -4.35592 -0.23447 0.99082
O -4.19150 0.84407 1.80288
C -4.35577 2.17056 1.26261
C -3.97880 2.34430 -0.23152
O -4.76399 3.06179 -0.88617
O -2.94894 1.75575 -0.61206
H -7.51257 0.06021 -0.31111
H -6.40567 1.44224 -0.26657
H -6.98003 0.72306 1.24249
H -6.45149 -1.81984 -1.13879
H -2.59013 -3.03485 0.25236
H -2.45063 -0.95492 1.59594
H -3.67107 2.79189 1.84385
H -5.37780 2.51142 1.43108
*
```

[3]
Molecular formula: C6H10N
Method: DFT, ωB97M-V/def2-TZVPD

Computed properties:
Highest occupied orbital energy in eV: -14.61
SMILES: CC1=C[C@H]1[NH+]1CC1
Gap between HOMO and LUMO in eV: 11.6150
DFT total energy in eV: -7863.2572
Energy above the lowest of the compared OMol25 structures with the same formula, charge and spin in kcal/mol: 71.3

The geometry in ORCA input format:
```
! RIJCOSX wB97M-V def2-TZVPD def2/J DEFGRID3
* xyz 1 1
C -1.28266 -2.25383 -0.93708
C -1.07053 -1.25640 0.10339
C -0.72139 -0.73489 1.21971
C -0.66551 0.25209 0.13489
N 0.76751 0.59290 -0.19479
C 0.97960 2.09734 -0.30053
C 1.46662 1.26343 0.83430
H -0.34488 -2.59625 -1.30507
H -1.65374 -1.63803 -1.74383
H -1.87469 -3.11756 -0.73222
H -0.84824 -0.85347 2.25347
H -1.32908 1.04005 -0.28164
H 1.34091 0.09158 -0.85860
H 0.00401 2.55079 -0.10229
H 1.65927 2.17653 -1.06567
H 2.49767 0.99423 1.12582
H 1.07510 1.39149 1.85014
*
```

[4]
Molecular formula: CH6N2S
Method: DFT, ωB97M-V/def2-TZVPD

Computed properties:
Highest occupied orbital energy in eV: -7.94
Gap between HOMO and LUMO in eV: 8.4251
DFT total energy in eV: -14949.1352
Energy above the lowest of the compared OMol25 structures with the same formula, charge and spin in kcal/mol: 10.4

The geometry in ORCA input format:
```
! RIJCOSX wB97M-V def2-TZVPD def2/J DEFGRID3
* xyz 0 1
S 1.08494 2.20817 0.02685
H 1.94340 1.56566 -0.78185
N 0.37466 -1.04319 0.79628
C -0.66085 -0.87469 -0.05188
N -1.07813 0.31251 -0.29987
H 0.76175 -0.14530 1.05177
H 0.94353 -1.86416 0.71338
H -1.20353 -1.76597 -0.34218
H -1.90167 0.32844 -0.87781
H -0.26411 1.27853 -0.23468
*
```

[5]
Molecular formula: C4H13N
Method: DFT, ωB97M-V/def2-TZVPD

Computed properties:
Highest occupied orbital energy (spin up / spin down) in eV: 1.46 / -5.24
Expectation value of S²: 0.75
Gap between HOMO and LUMO (spin up / spin down) in eV: 2.7984 / 9.5824
DFT total energy in eV: -5846.0319
Energy above the lowest of the compared OMol25 structures with the same formula, charge and spin in kcal/mol: 25.9

The geometry in ORCA input format:
```
! RIJCOSX wB97M-V def2-TZVPD def2/J DEFGRID3
* xyz -1 2
C 0.21834 -0.26694 2.33480
N -0.84646 0.11779 3.27248
H 0.59833 0.49002 1.55817
H -0.21982 -1.04074 1.71747
H 1.10050 -0.71027 2.81655
H -0.57701 0.86662 3.89473
H -1.72435 0.04095 2.82620
C 1.06035 -0.87060 -1.63234
C 0.22300 0.22009 -2.27696
C -0.83551 0.83950 -1.27193
H 1.50083 -0.49597 -0.73147
H 2.06886 -1.09909 -2.04481
H 0.52616 -1.81531 -1.37764
H -0.34818 -0.15395 -3.22334
H 0.91239 1.00876 -2.62829
H -0.92889 0.14262 -0.47754
H -0.75179 1.91645 -1.15387
H -1.97675 0.81007 -1.60222
*
```